1.
Here is a structure of composition C4H9O2P at a distorted geometry from OMol25. Energies are from wB97M-V/def2-TZVPD.

Calculated values
Energy above the lowest of the compared OMol25 structures with the same formula, charge and spin (kcal per mole): 47.2
Orbital gap (eV): 10.4

Last column: Mulliken charge in e.
Atoms and positions in Å:
P1 -2.267 -0.173 0.098  0.08
O1 -1.167 -0.683 -1.041  -0.40
O2 -1.299 0.944 0.739  -0.32
C1 0.538 1.977 -0.443  -1.52
C2 0.129 0.789 0.324  0.71
C3 0.529 -1.787 0.404  -1.67
C4 0.093 -0.517 -0.406  0.16
H1 1.593 1.999 -0.884  0.32
H2 0.768 -0.635 -1.286  0.37
H3 -0.091 2.042 -1.293  0.36
H4 1.474 -2.088 0.124  0.45
H5 0.466 2.912 0.100  0.36
H6 -0.198 -2.532 0.058  0.44
H7 0.860 0.790 1.109  0.24
H8 0.256 -1.823 1.455  0.37
H9 -1.686 -1.215 0.941  0.03



2.
Here is a cluster of 11 separate species, H22O11 in total at a distorted geometry from OMol25. Energies are from wB97M-V/def2-TZVPD.

Calculated values
Energy above the lowest of the compared OMol25 structures with the same formula, charge and spin (kcal per mole): 51.8
Orbital gap (eV): 9.2
SMILES string: O.O.O.O.O.O.O.O.O.O.O

Last column: Mulliken charge in e.
Atoms and positions in Å:
O1 0.586 -3.300 1.149  -0.66
O2 0.631 -1.991 -1.203  -0.69
O3 1.923 -0.601 1.914  -0.55
O4 -0.371 -0.903 -3.605  -0.70
O5 0.183 0.692 3.793  -0.59
O6 -3.359 0.296 1.460  -0.60
O7 0.405 2.156 1.391  -0.62
O8 0.707 1.273 -2.339  -0.81
O9 -0.914 0.059 0.112  -0.45
O10 2.430 0.909 -0.308  -0.63
O11 -2.895 -0.978 -1.726  -0.61
H1 0.113 -0.188 -3.118  0.42
H2 -0.204 1.510 -2.103  0.36
H3 0.522 1.000 2.943  0.35
H4 0.552 -2.754 0.345  0.42
H5 0.526 2.838 0.802  0.22
H6 0.728 1.122 4.433  0.30
H7 -0.211 -0.523 -0.184  0.36
H8 0.088 -1.866 -1.955  0.31
H9 0.767 1.754 -3.217  0.30
H10 -3.679 -1.007 -1.208  0.29
H11 -2.251 -0.536 -1.186  0.39
H12 2.546 -0.166 2.493  0.27
H13 1.551 -1.941 -1.474  0.26
H14 -2.462 0.613 1.400  0.29
H15 0.303 -2.697 1.853  0.31
H16 -0.351 0.586 0.682  0.22
H17 1.686 1.108 -0.843  0.28
H18 2.241 -0.513 1.019  0.33
H19 -0.231 -0.778 -4.594  0.30
H20 -3.798 0.666 0.775  0.27
H21 -0.041 2.636 2.104  0.26
H22 2.280 1.524 0.398  0.38



3.
Here is a cluster of 2 separate species, C3H6ClO4P in total at a distorted geometry from OMol25. Energies are from wB97M-V/def2-TZVPD.

Calculated values
Energy above the lowest of the compared OMol25 structures with the same formula, charge and spin (kcal per mole): 6.3
Orbital gap (eV): 7.3
Net charge: -2

Last column: Mulliken charge in e.
Atoms and positions in Å:
Cl1 -11.756 0.850 -0.259  -1.00
P1 2.111 0.703 -0.293  0.87
O1 2.690 0.322 1.063  -0.74
O2 3.024 -0.002 -1.518  -0.57
O3 2.022 2.117 -0.673  -0.77
O4 1.331 -2.465 0.154  -0.53
C1 -0.712 0.599 0.358  -1.14
C2 0.748 -1.510 0.686  0.05
C3 0.397 -0.080 -0.387  0.04
H1 -1.397 -0.172 0.911  0.26
H2 -0.332 1.342 1.165  0.28
H3 0.018 -0.415 -1.339  0.39
H4 3.117 -0.929 -1.291  0.31
H5 0.239 -1.490 1.730  0.27
H6 -1.500 1.130 -0.307  0.28



4.
Here is a cluster of 2 separate species, C5H5N2P in total at a distorted geometry from OMol25. Energies are from wB97M-V/def2-TZVPD.

Calculated values
Energy above the lowest of the compared OMol25 structures with the same formula, charge and spin (kcal per mole): 27.9
Orbital gap (eV): 8.9
SMILES string: c1cncpc1.C#N

Last column: Mulliken charge in e.
Atoms and positions in Å:
P1 0.469 -0.389 1.292  -0.08
N1 2.344 2.084 -0.066  -0.32
N2 -2.187 -0.332 0.472  -0.53
C1 -0.556 -0.482 -1.266  -0.55
C2 0.488 -0.440 -0.437  -0.07
C3 -1.837 -0.319 -0.808  0.08
C4 -1.331 -0.392 1.444  -0.14
C5 2.845 1.218 0.472  0.02
H1 -2.735 0.019 -1.405  0.35
H2 3.222 0.254 0.948  0.30
H3 -1.834 -0.375 2.493  0.31
H4 -0.465 -0.374 -2.287  0.41
H5 1.576 -0.473 -0.850  0.22



5.
Here is a cluster of 3 separate species, C21H48N2O9S2 in total at a distorted geometry from OMol25. Energies are from wB97M-V/def2-TZVPD.

Calculated values
Orbital gap (eV): 9.2

Last column: Mulliken charge in e.
Atoms and positions in Å:
S1 -0.963 -1.897 0.083  0.90
S2 -2.703 1.462 1.141  -0.24
O1 -2.091 3.581 -2.928  -0.38
O2 0.635 6.589 -4.973  -0.43
O3 5.149 1.627 0.287  -0.51
O4 4.137 -0.003 -0.833  -0.27
O5 -1.402 -3.244 -0.175  -0.68
O6 -1.980 -4.327 5.438  -0.33
O7 -2.004 -0.939 -0.767  -0.10
O8 1.338 -1.873 3.568  -0.30
O9 0.452 -1.702 -0.713  -0.23
N1 0.982 -4.403 5.348  -0.30
N2 -0.903 3.954 -5.625  -0.34
C1 3.488 -2.100 0.217  -0.38
C2 0.168 -4.056 6.507  -0.18
C3 2.706 -2.580 -1.029  -0.82
C4 -3.324 -1.195 -0.258  -0.75
C5 -1.148 -4.808 6.489  -0.81
C6 1.201 5.398 -5.491  -0.40
C7 1.266 -2.905 -0.659  -0.65
C8 -0.010 6.455 -3.718  -0.49
C9 3.561 -0.588 0.338  -0.47
C10 -3.769 1.345 -0.363  -0.04
C11 -1.712 2.521 -3.806  -0.75
C12 0.230 4.560 -6.321  -0.68
C13 1.926 -2.085 4.840  -0.54
C14 -0.083 -1.900 3.548  -0.40
C15 -3.366 4.121 -3.228  -0.82
C16 -0.524 2.934 -4.652  -0.23
C17 4.572 1.256 -0.656  0.65
C18 4.328 2.237 -1.790  -0.98
C19 2.161 -3.558 5.172  -0.78
C20 -4.274 -0.083 -0.671  -0.77
C21 -2.211 -5.280 4.416  -0.71
H1 -1.414 4.686 -5.149  0.09
H2 -2.633 -6.202 4.827  0.35
H3 1.366 -1.560 5.621  0.36
H4 3.011 -2.460 1.129  0.05
H5 2.908 -1.604 4.797  0.38
H6 -3.615 4.849 -2.457  0.24
H7 0.072 7.410 -3.198  0.32
H8 3.134 -3.528 -1.363  0.37
H9 -3.699 -2.119 -0.699  0.38
H10 2.742 -3.993 4.354  0.37
H11 0.857 -3.653 -1.337  0.36
H12 -4.649 1.940 -0.129  0.44
H13 -0.985 -5.887 6.416  0.40
H14 3.672 3.032 -1.440  0.27
H15 5.290 2.717 -1.959  0.33
H16 -0.186 5.207 -7.097  0.36
H17 0.716 -4.309 7.419  0.39
H18 0.257 3.297 -3.973  0.16
H19 0.450 5.683 -3.098  0.24
H20 -1.674 -4.612 7.428  0.39
H21 0.790 3.772 -6.835  0.40
H22 2.782 -3.625 6.070  0.42
H23 2.774 -1.897 -1.875  0.35
H24 -1.075 6.244 -3.847  0.16
H25 4.492 -2.530 0.182  0.44
H26 2.002 5.720 -6.162  0.36
H27 -3.357 4.631 -4.197  0.38
H28 3.958 1.763 -2.697  0.28
H29 -4.133 3.340 -3.229  0.36
H30 -0.444 -2.909 3.326  0.20
H31 -4.548 -0.138 -1.727  0.37
H32 -0.141 2.058 -5.182  0.40
H33 -0.063 -2.983 6.529  0.19
H34 -3.217 1.813 -1.174  -0.25
H35 0.412 -4.332 4.515  0.02
H36 -3.628 1.525 2.124  0.11
H37 -3.340 -1.264 0.832  0.46
H38 1.685 4.819 -4.696  0.26
H39 -2.929 -4.853 3.717  0.23
H40 -2.549 2.194 -4.429  0.42
H41 -0.518 -1.541 4.484  0.31
H42 -1.291 -5.512 3.869  0.30
H43 4.142 -0.386 1.239  0.39
H44 -1.412 1.678 -3.176  0.36
H45 1.192 -3.314 0.352  0.37
H46 -5.190 -0.249 -0.099  0.34
H47 -0.415 -1.250 2.742  0.08
H48 2.561 -0.181 0.515  0.23



6.
Here is a structure of composition C2F6NO4ReS2Se4 from OMol25. Energies are from wB97M-V/def2-TZVPD.

Calculated values
Orbital gap (spin up / spin down) (eV): 6.4 / 6.4
Net charge: +1
Multiplicity: 4

Last column: Mulliken charge in e.
Atoms and positions in Å:
Re1 0.705 -1.304 -1.111  0.64
Se1 0.752 -3.848 -4.114  0.15
Se2 2.872 -3.571 -3.558  0.11
Se3 -0.545 -2.875 -2.304  0.00
Se4 2.794 -2.183 -1.524  0.04
S1 -0.055 -0.608 1.369  1.10
S2 -0.906 1.055 -0.840  1.35
F1 0.309 -0.139 3.892  -0.16
F2 -1.760 -0.039 3.266  -0.17
F3 -0.401 1.562 2.740  -0.18
F4 -0.321 3.543 -1.209  -0.17
F5 -1.421 3.117 0.612  -0.17
F6 0.702 2.677 0.486  -0.16
O1 0.342 0.618 -1.609  -0.52
O2 -2.068 1.246 -1.615  -0.53
O3 1.283 -0.164 0.984  -0.55
O4 -0.238 -2.012 1.504  -0.48
N1 -1.092 -0.082 0.252  -0.56
C1 -0.432 2.742 -0.178  0.65
C2 -0.521 0.263 2.955  0.61



7.
Here is a cluster of 5 separate species, C3H16O5 in total from OMol25. Energies are from wB97M-V/def2-TZVPD.

Calculated values
Energy above the lowest of the compared OMol25 structures with the same formula, charge and spin (kcal per mole): 30.2
Orbital gap (eV): 10.0
SMILES string: CCO.CO.O.O.O

Last column: Mulliken charge in e.
Atoms and positions in Å:
O1 -0.708 2.348 1.494  -0.59
O2 0.963 -0.969 -0.440  -0.56
O3 0.669 1.568 -1.789  -0.54
O4 1.165 -3.340 -2.633  -0.63
O5 -3.787 -0.962 2.825  -0.64
C1 0.192 -1.093 1.830  -1.06
C2 1.952 2.132 -2.028  -0.63
C3 -0.202 -0.946 0.380  0.13
H1 -0.668 -1.042 2.502  0.15
H2 2.389 1.613 -2.880  0.24
H3 0.951 -0.187 -1.004  0.40
H4 -0.766 -0.030 0.199  0.15
H5 -0.839 -1.793 0.096  0.23
H6 -2.907 -1.345 2.892  0.34
H7 0.725 -2.024 2.018  0.36
H8 -1.629 2.184 1.272  0.31
H9 0.103 2.234 -1.393  0.28
H10 0.860 -0.277 2.113  0.26
H11 -0.531 3.231 1.158  0.29
H12 -3.671 -0.176 2.285  0.31
H13 2.620 2.025 -1.171  0.26
H14 0.685 -2.658 -2.150  0.32
H15 1.894 3.189 -2.298  0.34
H16 0.542 -3.684 -3.278  0.30



| no. | energy (Ha) |
| --- | --- |
| 1 | -649.6166 |
| 2 | -840.7976 |
| 3 | -1220.5655 |
| 4 | -644.2979 |
| 5 | -2411.8391 |
| 6 | -11511.1620 |
| 7 | -500.0554 |